(a)
{"formula": "C2H25O13", "method": "wB97M-V/def2-TZVPD", "charge": -1, "e_homo_ev": -6.63, "homo_lumo_gap_ev": 8.73, "species": ["C", "C", "O", "O", "H", "H", "H", "O", "H", "H", "O", "H", "H", "O", "H", "H", "O", "H", "H", "O", "H", "H", "O", "H", "H", "O", "H", "H", "O", "H", "H", "O", "H", "H", "O", "H", "H", "O", "H", "H"], "xyz": [[-23.24719, -5.77411, 13.42618], [-24.06871, -5.70861, 14.68959], [-24.49548, -4.60279, 15.11189], [-24.34350, -6.81986, 15.22660], [-22.35567, -6.40046, 13.44939], [-22.84785, -4.78468, 13.16000], [-23.89733, -6.01182, 12.58069], [-22.10661, -3.84421, 16.42460], [-22.90321, -4.18589, 15.97216], [-21.96352, -2.97901, 16.02605], [-26.11166, -8.49454, 13.06842], [-27.04480, -8.42027, 13.29154], [-25.66484, -7.95639, 13.73944], [-25.36022, -8.59402, 17.21379], [-24.62975, -9.22163, 17.24097], [-25.03207, -7.88060, 16.63238], [-26.95785, -3.48682, 13.69074], [-26.42319, -3.88409, 14.40127], [-26.85082, -2.53900, 13.81357], [-27.08727, -5.61839, 16.26765], [-26.20716, -5.78205, 15.88075], [-26.91854, -5.53362, 17.21053], [-25.16290, -1.88123, 17.41418], [-25.92818, -1.82624, 17.99519], [-25.23952, -2.74980, 16.98733], [-21.54264, -2.23729, 13.77485], [-21.45194, -1.50737, 13.15146], [-22.44480, -2.56511, 13.65075], [-22.36068, -3.42096, 10.79913], [-22.85316, -2.76617, 11.30504], [-23.03989, -3.95278, 10.36525], [-19.61459, -7.21832, 13.84070], [-19.60573, -6.59826, 14.57869], [-19.74840, -6.66589, 13.04653], [-22.43879, -9.30411, 15.58242], [-21.84659, -9.60736, 14.88669], [-22.76253, -8.44133, 15.27266], [-20.44120, -5.63618, 11.53996], [-19.74642, -4.98287, 11.39878], [-21.18505, -5.11995, 11.88891]], "nbo_charge": [-0.74, 0.79, -0.82, -0.82, 0.23, 0.18, 0.23, -0.98, 0.49, 0.47, -0.96, 0.46, 0.50, -0.98, 0.47, 0.50, -0.96, 0.50, 0.45, -0.97, 0.50, 0.46, -0.95, 0.46, 0.49, -0.94, 0.46, 0.48, -0.95, 0.47, 0.48, -0.97, 0.47, 0.49, -0.97, 0.47, 0.50, -0.96, 0.47, 0.50]}

(b)
{"formula": "C2H25O13", "method": "wB97M-V/def2-TZVPD", "charge": -1, "e_homo_ev": -6.90, "homo_lumo_gap_ev": 9.12, "species": ["C", "C", "O", "O", "H", "H", "H", "O", "H", "H", "O", "H", "H", "O", "H", "H", "O", "H", "H", "O", "H", "H", "O", "H", "H", "O", "H", "H", "O", "H", "H", "O", "H", "H", "O", "H", "H", "O", "H", "H"], "xyz": [[-1.34543, 1.05911, 0.36678], [0.06141, 0.78120, -0.12611], [0.65776, 1.73002, -0.70534], [0.57292, -0.36631, -0.00757], [-1.34268, 1.77189, 1.18753], [-1.68491, 0.10982, 0.79968], [-1.97309, 1.30913, -0.48044], [-3.34389, -1.86181, 1.97104], [-3.30341, -1.38584, 1.13129], [-2.60956, -2.48777, 1.92662], [3.53336, 0.96188, -0.80892], [2.56250, 0.88280, -0.85633], [3.82928, 0.43481, -1.55720], [-1.12105, -0.01725, 3.88614], [-1.29370, 0.05626, 4.83009], [-1.84431, 0.45941, 3.46344], [-0.00618, -2.08412, 2.20246], [0.25765, -1.55867, 1.42537], [-0.13706, -1.42883, 2.90302], [3.14520, -1.60954, 1.54174], [2.37867, -1.48103, 0.96862], [3.68648, -0.82565, 1.39006], [0.24995, -3.26010, -0.71852], [-0.59838, -3.56322, -0.38310], [0.35080, -2.37217, -0.33747], [2.44588, 2.11412, 1.90662], [1.99217, 1.43857, 2.42202], [2.48370, 1.74512, 1.00816], [1.72757, 3.20733, -3.05957], [1.10199, 3.07378, -3.77479], [1.30846, 2.78173, -2.28976], [1.22792, -1.07384, -2.98545], [0.43378, -1.51992, -3.29144], [1.02008, -0.81305, -2.07450], [-3.70757, -1.24456, -1.05748], [-3.41245, -0.64036, -1.74762], [-3.72759, -2.11035, -1.47891], [-1.35275, 2.95726, -2.51127], [-1.36564, 2.35502, -3.26174], [-0.85787, 2.47514, -1.81713]], "nbo_charge": [-0.74, 0.80, -0.80, -0.85, 0.23, 0.21, 0.22, -0.97, 0.48, 0.48, -0.98, 0.49, 0.47, -0.95, 0.47, 0.48, -1.00, 0.48, 0.49, -0.96, 0.48, 0.47, -0.95, 0.46, 0.49, -0.96, 0.46, 0.49, -0.96, 0.45, 0.50, -0.96, 0.46, 0.49, -0.95, 0.48, 0.47, -0.97, 0.45, 0.50]}

Last place for stability: (a)

(a)
{"formula": "C8H13O4P", "method": "wB97M-V/def2-TZVPD", "smiles": "CC#CC(OCC)(OCC)OP=O", "charge": 0, "e_homo_ev": -9.62, "homo_lumo_gap_ev": 10.16, "species": ["C", "C", "C", "C", "C", "C", "C", "C", "O", "O", "O", "O", "P", "H", "H", "H", "H", "H", "H", "H", "H", "H", "H", "H", "H", "H"], "xyz": [[-1.09167, 2.49428, 0.26938], [-0.44756, 1.50383, 0.47249], [-1.82349, 3.58786, -0.23862], [2.45189, -1.88719, 1.38829], [-2.30467, -0.91115, -0.83182], [2.43415, -0.34902, 1.58345], [-0.79774, -1.23879, -0.39881], [0.27531, 0.35109, 0.98045], [-1.45645, 0.31713, 4.58289], [1.57577, 0.32169, 0.66006], [-0.37187, -0.86414, 0.91213], [-0.00512, 0.65622, 2.60980], [-1.48079, 0.18418, 3.12550], [-2.98805, 3.49011, -0.10936], [-1.71098, 3.56502, -1.34730], [-1.32870, 4.46907, 0.12158], [2.16823, -2.13340, 0.33599], [3.40573, -2.22175, 1.71700], [1.74857, -2.22093, 2.13621], [-2.91254, -1.20844, 0.01483], [-2.43989, 0.16233, -1.03171], [-2.47922, -1.49191, -1.68843], [3.56475, -0.07559, 1.44469], [2.20624, -0.07049, 2.63705], [-0.31448, -0.79294, -1.21427], [-0.65867, -2.37904, -0.49161]], "nbo_charge": [0.10, -0.14, -0.71, -0.64, -0.63, -0.08, -0.08, 0.79, -1.03, -0.50, -0.55, -0.89, 1.53, 0.25, 0.25, 0.25, 0.22, 0.21, 0.22, 0.21, 0.21, 0.21, 0.19, 0.22, 0.18, 0.19]}

(b)
{"formula": "C8H13O4P", "method": "wB97M-V/def2-TZVPD", "smiles": "C=C[P@@](=O)(OC)OC(C)=C=C(C)O", "charge": 0, "e_homo_ev": -8.69, "homo_lumo_gap_ev": 9.51, "species": ["C", "C", "C", "C", "C", "C", "C", "C", "O", "O", "O", "O", "P", "H", "H", "H", "H", "H", "H", "H", "H", "H", "H", "H", "H", "H"], "xyz": [[-0.23042, -1.37067, -0.93971], [-0.96270, -1.00227, 0.06696], [0.72707, -1.43917, -1.83740], [0.20940, 2.72920, -0.01743], [-1.81291, -1.88254, 0.92539], [0.48403, -1.60769, -3.30595], [-0.41827, 2.87850, -1.16703], [0.52325, 0.82041, 3.41514], [2.03341, -1.49812, -1.47923], [1.50548, 0.31269, 0.66667], [-1.05345, 0.36534, 0.43688], [0.06934, 1.63113, 2.34576], [0.29520, 1.13823, 0.83173], [0.74777, 3.53188, 0.46293], [-1.44815, -1.86039, 1.95223], [-1.78261, -2.90273, 0.55436], [-2.84109, -1.52266, 0.92262], [1.20313, -1.00762, -3.85938], [-0.52922, -1.31011, -3.56269], [0.62962, -2.65168, -3.58351], [2.12212, -1.09499, -0.59843], [-0.94596, 2.05513, -1.62206], [-0.44501, 3.81992, -1.69275], [-0.22887, 0.07214, 3.67858], [0.69516, 1.48065, 4.26543], [1.45368, 0.31545, 3.14091]], "nbo_charge": [-0.18, 0.27, 0.33, -0.60, -0.65, -0.65, -0.30, -0.26, -0.68, -1.13, -0.81, -0.81, 2.37, 0.24, 0.21, 0.23, 0.22, 0.23, 0.22, 0.23, 0.52, 0.21, 0.20, 0.18, 0.19, 0.20]}

Last place for stability: (a)

(a)
{"formula": "C10H9N", "method": "wB97M-V/def2-TZVPD", "smiles": "c1ccc(-c2ccc[nH]2)cc1", "charge": 0, "e_homo_ev": -7.88, "homo_lumo_gap_ev": 8.83, "species": ["C", "C", "C", "C", "C", "C", "C", "C", "C", "C", "H", "H", "H", "H", "H", "H", "H", "H", "H", "N"], "xyz": [[2.20549, -0.55251, -2.33279], [2.03870, 0.71617, -1.76508], [1.14168, 0.92300, -0.73327], [0.33543, -0.07316, -0.27750], [0.47843, -1.36931, -0.90443], [1.30442, -1.51217, -1.95999], [-0.62524, 0.12905, 0.85886], [-0.74121, -0.44742, 2.04955], [-1.90167, 0.04461, 2.71190], [-2.45658, 1.01557, 1.69919], [2.95091, -0.49530, -3.06664], [2.89188, 1.45119, -1.90758], [1.21915, 1.68935, -0.33730], [-0.35493, -2.00326, -0.47476], [1.49782, -2.61602, -2.41648], [0.07048, -1.33975, 2.36824], [-2.27389, -0.08486, 3.65149], [-3.24765, 1.66079, 1.77417], [-1.60525, 1.48536, -0.08539], [-1.68932, 1.00135, 0.63081]], "nbo_charge": [-0.23, -0.18, -0.20, -0.02, -0.21, -0.21, 0.04, -0.26, -0.32, -0.04, 0.22, 0.21, 0.17, 0.24, 0.21, 0.23, 0.22, 0.20, 0.39, -0.46]}

(b)
{"formula": "C10H9N", "method": "wB97M-V/def2-TZVPD", "charge": 0, "e_homo_ev": -7.77, "homo_lumo_gap_ev": 8.70, "species": ["C", "C", "C", "C", "C", "C", "C", "C", "C", "C", "H", "H", "H", "H", "H", "H", "H", "H", "H", "N"], "xyz": [[-1.19337, 1.87767, 2.39368], [0.03107, 1.34975, 2.46145], [0.58333, 0.47275, 1.45592], [-0.19168, 0.19629, 0.28448], [-1.49681, 0.71489, 0.21584], [-2.01872, 1.49877, 1.18746], [0.35335, -0.71207, -0.75887], [-0.35210, -1.67086, -1.50312], [0.64807, -2.08628, -2.48134], [1.79106, -1.31047, -2.26562], [-1.62769, 2.28857, 3.33454], [0.55787, 1.34144, 3.41195], [1.56110, 0.10741, 1.71590], [-1.92676, 0.52560, -0.59863], [-2.84464, 1.84883, 1.12261], [-1.26701, -2.01660, -1.41971], [0.58200, -2.88746, -3.31844], [2.92831, -1.20720, -2.97681], [2.26461, 0.11996, -0.90398], [1.61800, -0.45100, -1.35732]], "nbo_charge": [-0.23, -0.22, -0.22, -0.03, -0.21, -0.13, 0.08, -0.26, -0.34, 0.01, 0.22, 0.21, 0.21, 0.19, 0.17, 0.21, 0.23, 0.20, 0.42, -0.51]}

Last place for stability: (a)

(a)
{"formula": "C16H22O3", "method": "wB97M-V/def2-TZVPD", "charge": 0, "e_homo_ev": -8.52, "homo_lumo_gap_ev": 8.92, "species": ["C", "C", "C", "C", "C", "C", "C", "O", "O", "C", "C", "O", "C", "C", "C", "C", "C", "C", "H", "H", "H", "H", "H", "H", "H", "C", "H", "H", "H", "H", "H", "H", "H", "H", "H", "H", "H", "H", "H", "H", "H"], "xyz": [[-0.19973, 1.88820, -2.91632], [-0.22355, 0.49224, -3.03468], [-1.59142, -0.13500, -2.96951], [-2.20154, 0.12773, -1.51842], [-1.30810, -0.19676, -0.15881], [-2.08094, -0.23026, 1.07207], [-2.26655, 1.13089, 1.43532], [-2.80472, 2.23393, 0.64300], [-1.57632, 1.69043, 2.43210], [-0.99583, 0.55231, 3.06355], [0.59537, 0.81252, 2.82650], [1.23159, 0.99650, 1.64035], [1.85142, 0.05162, 1.36690], [2.06114, -1.32764, 1.67197], [2.91585, -2.11920, 1.08714], [3.36844, -2.09343, -0.15047], [3.04299, -0.74400, -0.59537], [2.34931, 0.13464, -0.02373], [2.08032, 1.29300, -0.61425], [3.47060, -0.59701, -1.78156], [4.02181, -2.62170, -0.70845], [3.09699, -3.38193, 1.43853], [1.70431, -1.61784, 2.62527], [1.06323, -0.04855, 3.60466], [0.76054, 2.07124, 3.29216], [-1.43798, -0.67349, 2.17720], [-2.02597, -1.35083, 2.98354], [-0.50918, -1.24954, 1.74035], [-1.25376, 0.31602, 4.10510], [-3.16439, -0.65355, 0.91460], [-0.40575, 0.27621, -0.40016], [-0.99677, -1.30270, -0.40727], [-2.41911, 1.13735, -1.51882], [-3.08985, -0.43916, -1.41115], [-1.31592, -1.32207, -2.90638], [-2.15576, 0.09377, -3.88988], [0.34281, 0.32790, -4.03667], [0.50150, -0.23154, -2.32396], [-0.82686, 2.34428, -3.65677], [-0.32825, 2.11473, -2.03476], [0.72005, 2.25070, -3.06296]], "nbo_charge": [-0.62, -0.38, -0.40, -0.37, -0.41, -0.43, 0.79, -0.64, -0.43, 0.06, -0.11, -0.43, 0.37, -0.39, -0.15, -0.27, -0.20, -0.26, 0.20, 0.20, 0.22, 0.18, 0.21, 0.21, 0.21, -0.43, 0.23, 0.25, 0.22, 0.28, 0.26, 0.21, 0.22, 0.19, 0.18, 0.22, 0.20, 0.19, 0.20, 0.20, 0.21]}

(b)
{"formula": "C16H22O3", "method": "wB97M-V/def2-TZVPD", "smiles": "CCCCC[C@H]1C[C@@H](COc2ccccc2)OC1=O", "charge": 0, "e_homo_ev": -8.71, "homo_lumo_gap_ev": 9.44, "species": ["C", "C", "C", "C", "C", "C", "C", "O", "O", "C", "C", "O", "C", "C", "C", "C", "C", "C", "H", "H", "H", "H", "H", "H", "H", "C", "H", "H", "H", "H", "H", "H", "H", "H", "H", "H", "H", "H", "H", "H", "H"], "xyz": [[2.83291, 4.07942, -2.22755], [2.05241, 4.77970, -1.12133], [2.59837, 4.48904, 0.27813], [2.60466, 3.01080, 0.66807], [1.20265, 2.41677, 0.78733], [1.24490, 0.92070, 1.10111], [1.63413, 0.07367, -0.10968], [2.44822, 0.33149, -0.94683], [0.91385, -1.05658, -0.12705], [0.00742, -1.12495, 0.96978], [-1.32454, -1.71324, 0.50532], [-1.21733, -3.11384, 0.54647], [-2.27065, -3.86816, 0.11305], [-2.07740, -5.24941, 0.14909], [-3.08052, -6.10367, -0.25758], [-4.29120, -5.59775, -0.70618], [-4.48379, -4.23019, -0.74247], [-3.48365, -3.36071, -0.33574], [-3.66422, -2.29773, -0.37439], [-5.42263, -3.82483, -1.09038], [-5.07623, -6.26628, -1.02482], [-2.91820, -7.17069, -0.22572], [-1.12847, -5.62349, 0.49908], [-1.53321, -1.36391, -0.51446], [-2.12342, -1.36998, 1.17921], [-0.09796, 0.31052, 1.49868], [-0.28420, 0.33548, 2.56953], [-0.90825, 0.83482, 0.98678], [0.43823, -1.80302, 1.71829], [1.99596, 0.73249, 1.87732], [0.65878, 2.56205, -0.14695], [0.65443, 2.92977, 1.58214], [3.17071, 2.43895, -0.06497], [3.11128, 2.91010, 1.63180], [2.00777, 5.04874, 1.00894], [3.62483, 4.85924, 0.33185], [2.09746, 5.86007, -1.28238], [1.00140, 4.49071, -1.17916], [3.89088, 4.32266, -2.15716], [2.72246, 3.00027, -2.16498], [2.47215, 4.40096, -3.20219]], "nbo_charge": [-0.62, -0.39, -0.39, -0.41, -0.39, -0.33, 0.80, -0.57, -0.48, 0.08, -0.08, -0.49, 0.30, -0.26, -0.19, -0.24, -0.20, -0.27, 0.21, 0.21, 0.21, 0.21, 0.22, 0.19, 0.18, -0.42, 0.23, 0.21, 0.20, 0.23, 0.21, 0.20, 0.23, 0.20, 0.19, 0.20, 0.20, 0.19, 0.20, 0.22, 0.21]}

Last place for stability: (a)